A structure of composition C6H10F4P in a non-equilibrium geometry. Source: OMol25; level of theory: wB97M-V/def2-TZVPD.

Calculated values
2S+1: 1
Strongest force on any atom, eV/Å: 4.16
Energy relative to the best compared isomer or geometry (same formula, charge and spin), kcal per mole: 0.0
Kohn-Sham gap, eV: 12.77
Total charge: +1
DFT total energy, hartree: -975.1518

```
21
C6H10F4P | OMol25 | wB97M-V/def2-TZVPD
C -0.60218 0.92297 -0.15594
C -1.93364 0.77188 0.54809
C 0.71124 -0.91413 -1.90322
C -0.05425 -1.94221 0.78835
C 0.44094 1.68306 0.72576
C 1.61213 0.69943 0.51853
F -0.65642 1.41423 -1.41917
F -2.62657 1.87741 0.44213
F -1.72014 0.38873 1.82968
F -2.51983 -0.30256 -0.10933
P 0.46619 -0.59794 -0.19616
H 0.66271 -0.14237 -2.72153
H -0.18659 -1.65336 -2.05574
H 1.57965 -1.53308 -2.29520
H -0.53557 -1.58928 1.65264
H 0.92978 -2.50606 1.08769
H -0.78283 -2.54734 0.09902
H 0.73182 2.59438 0.37801
H 0.04433 1.80021 1.73655
H 2.23383 0.49986 1.37822
H 2.20539 1.07619 -0.32838
```

Population analysis type natural (NBO), resulting atomic charges in e: C 0.0430; C 0.9519; C -1.0558; C -0.9979; C -0.4368; C -0.6710; F -0.3044; F -0.2632; F -0.3124; F -0.3336; P 1.5262; H 0.3301; H 0.2786; H 0.3128; H 0.2953; H 0.2998; H 0.3011; H 0.2502; H 0.2515; H 0.2711; H 0.2637

=====

An isolated molecule of C6H10FN in a non-equilibrium geometry. Source: OMol25; level of theory: wB97M-V/def2-TZVPD.

Calculated values
2S+1: 3
Strongest force on any atom, eV/Å: 5.63
Energy relative to the best compared isomer or geometry (same formula, charge and spin), kcal per mole: 0.0
Kohn-Sham gap (spin up / spin down), eV: 7.16 / 8.97
Total charge: 0
DFT total energy, hartree: -389.0112

```
18
C6H10FN | OMol25 | wB97M-V/def2-TZVPD
C 0.74627 -0.20075 -0.17320
C -0.53519 0.60591 0.22440
C 0.24578 -1.62274 0.00294
C -1.26769 -1.60611 0.35171
C 2.21215 0.27948 -0.44267
C -0.66338 2.09474 0.26828
N -1.58495 -0.17095 0.43178
F -2.79822 0.08735 -0.51191
H 0.47777 -2.28276 -0.99812
H 0.90605 -2.02270 0.69514
H -1.85241 -2.03109 -0.32781
H -1.41781 -1.94831 1.28568
H 2.88534 -0.32200 0.06443
H 2.16690 1.29770 -0.03544
H 2.38142 0.27381 -1.51689
H -0.44668 2.61968 -0.63977
H 0.14630 2.63637 0.77341
H -1.60164 2.31238 0.54804
```

Population analysis type natural (NBO), resulting atomic charges in e: C 0.0808; C 0.1892; C -0.4733; C -0.2267; C -0.6528; C -0.6654; N -0.0539; F -0.4041; H 0.2134; H 0.2174; H 0.2170; H 0.2025; H 0.2184; H 0.2209; H 0.2238; H 0.2310; H 0.2245; H 0.2372

=====

The ion C6H10FN2 with charge +1 in a non-equilibrium geometry. Source: OMol25; level of theory: wB97M-V/def2-TZVPD.

Calculated values
2S+1: 1
Strongest force on any atom, eV/Å: 3.94
Energy relative to the best compared isomer or geometry (same formula, charge and spin), kcal per mole: 56.0
SMILES: C=C(F)/[NH+]=C(C)\N=C\C
Kohn-Sham gap, eV: 9.94
Total charge: +1
DFT total energy, hartree: -443.6794

```
19
C6H10FN2 | OMol25 | wB97M-V/def2-TZVPD
C -3.40206 0.18308 -0.15384
C -2.15269 -0.19509 0.07056
F -1.68645 -1.34604 0.58224
N -1.02191 0.96312 -0.00931
C 0.36385 0.92905 0.00448
C 1.12508 2.23175 -0.21101
N 1.01124 -0.13500 0.17960
C 1.40951 -1.20286 -0.26946
C 2.08184 -2.25444 0.51186
H -4.12956 -0.53665 0.18481
H -3.69788 1.06311 -0.70141
H -1.51173 1.79392 -0.25364
H 1.57333 2.11467 -1.17058
H 0.39780 3.07442 -0.14278
H 1.86821 2.40496 0.55771
H 1.15905 -1.30922 -1.35227
H 2.97701 -2.72323 0.12026
H 2.33171 -1.95484 1.57340
H 1.30363 -3.10072 0.47937
```

Population analysis type natural (NBO), resulting atomic charges in e: C -0.4939; C 0.5671; F -0.2959; N -0.5949; C 0.5688; C -0.6519; N -0.3926; C 0.2843; C -0.7017; H 0.2588; H 0.2487; H 0.4232; H 0.2559; H 0.2442; H 0.2690; H 0.2035; H 0.2758; H 0.2594; H 0.2723